Record 1
Computed, not measured: the ion C3H7N2O5S with charge -1, with ωB97M-V with the def2-TZVPD basis set.

Computed properties:
- Structure (SMILES): CCC/N=[N+](\[O-])OS(=O)(=O)[O-]
- Net charge: -1
- Relative energy (zero: lowest compared OMol25 entry of this formula, charge and spin): 33.31 kcal/mol
- Frontier orbital gap: 8.9 eV
- Molar mass: 183.17 g mol⁻¹

Last column: Mulliken charge in e.
Element x y z (Å)
H 2.00 0.87 -1.62  0.255
H 0.39 2.24 0.61  0.236
O -3.95 -2.05 -0.76  -0.514
N -0.17 0.33 0.34  -0.528
H 3.81 0.55 0.31  0.363
H 2.20 2.28 -0.64  0.370
O -3.46 -2.48 1.66  -0.526
O -2.43 -3.85 -0.06  -0.543
O -1.96 0.51 -0.92  -0.731
S -3.17 -2.66 0.28  1.224
C 1.88 1.30 -0.52  -0.488
N -1.25 -0.13 -0.13  1.260
C 2.72 0.50 0.50  -0.902
C 0.40 1.50 -0.19  -0.611
O -1.72 -1.29 0.28  -0.719
H -0.24 1.99 -1.02  0.406
H 2.50 1.02 1.52  0.229
H 2.46 -0.62 0.38  0.219

---

Record 2
Computed, not measured: a cluster of 3 separate species, C7H16N2O2S in total, with ωB97M-V with the def2-TZVPD basis set.

Computed properties:
- Net charge: +2
- Relative energy (zero: lowest compared OMol25 entry of this formula, charge and spin): 48.93 kcal/mol
- Frontier orbital gap: 9.5 eV
- Molar mass: 192.28 g mol⁻¹

Last column: Mulliken charge in e.
Element x y z (Å)
H 1.92 -1.91 1.86  0.389
H 1.27 -0.42 2.44  0.434
O -1.89 -0.12 -3.64  -0.388
S -0.83 -0.94 -4.09  0.662
H -2.15 0.80 1.19  0.325
H -2.24 1.04 -2.47  0.472
C -0.39 -0.08 0.40  -0.132
C -0.71 3.22 -0.76  -0.191
H -0.13 -2.02 -1.21  0.070
N -1.49 2.43 -1.33  0.120
H -3.50 2.09 -1.52  0.353
H 2.42 -1.41 -0.21  0.414
H -0.46 4.08 -1.32  0.300
H 2.02 0.42 0.27  0.397
H 0.24 -1.66 2.47  0.475
H -1.03 -2.35 0.25  0.356
N 0.59 -1.06 0.57  0.132
H -1.52 -0.31 2.23  0.312
H -0.08 2.97 -0.02  0.347
C -1.34 0.21 1.33  -1.323
H 0.53 -3.18 0.06  0.446
O 0.25 -1.01 -3.06  -0.375
C -2.46 1.85 -1.78  -0.279
H -0.48 0.30 -0.55  0.683
C 1.06 -1.34 1.96  -1.031
C 1.70 -0.47 -0.22  -0.746
C 0.02 -2.29 -0.11  -0.472
H 1.58 -0.41 -1.31  0.248